The following is a DFT calculation (ωB97M-V/def2-TZVPD) of a structure of composition B2H8Rb.

Values from the calculation:
E, eV: -2137.6051
Net charge: -1

Positions of all 11 atoms, in Å:
1 Rb -0.72 0.22 -0.47
2 B -1.53 -0.67 2.30
3 H -1.60 0.52 2.51
4 H -0.47 -0.92 1.81
5 H -1.65 -1.26 3.35
6 H -2.38 -1.04 1.54
7 B 1.70 0.65 -2.20
8 H 2.21 0.36 -3.26
9 H 2.38 1.32 -1.45
10 H 0.66 1.18 -2.48
11 H 1.41 -0.37 -1.64

Charges computed using Löwdin, reported in e:
1 Rb 0.9141
2 B -0.5576
3 H -0.0796
4 H -0.1392
5 H -0.0724
6 H -0.1015
7 B -0.5421
8 H -0.0711
9 H -0.0633
10 H -0.1377
11 H -0.1496



The following is a DFT calculation (ωB97M-V/def2-TZVPD) of the ion C6H11N5 with charge +2.

Values from the calculation:
E, eV: -13830.1883
Net charge: +2

Positions of all 22 atoms, in Å:
1 C -1.20 -1.49 -0.48
2 C -2.78 -0.28 0.33
3 C -0.73 -0.15 -0.38
4 C 1.72 -0.28 0.07
5 C 0.62 0.33 -0.81
6 C -1.78 1.99 0.29
7 N 1.40 -1.35 0.65
8 N 2.92 0.22 0.09
9 N -2.50 -1.53 -0.01
10 N 4.15 0.01 -0.02
11 N -1.74 0.56 0.25
12 H -0.63 -2.31 -0.68
13 H -3.65 -0.01 0.86
14 H 0.94 0.09 -1.89
15 H 0.68 1.48 -0.84
16 H -0.97 2.42 0.93
17 H -1.85 2.59 -0.70
18 H -2.67 2.25 0.87
19 H 1.96 -1.86 1.26
20 H -3.15 -2.20 0.19
21 H 4.40 -0.80 -0.62
22 H 4.88 0.32 0.65

Charges computed using Löwdin, reported in e:
1 C 0.0633
2 C -0.0088
3 C -0.1581
4 C -0.4282
5 C -0.0201
6 C 0.0013
7 N 0.2641
8 N 0.2093
9 N 0.1870
10 N 0.2978
11 N -0.0369
12 H 0.1104
13 H 0.1669
14 H 0.1708
15 H 0.1505
16 H 0.1196
17 H 0.1540
18 H 0.1068
19 H 0.0952
20 H 0.1561
21 H 0.1956
22 H 0.2032



The following is a DFT calculation (ωB97M-V/def2-TZVPD) of the ion C13H16NS with charge +1.

Values from the calculation:
E, eV: -26052.6580
Net charge: +1

Positions of all 31 atoms, in Å:
1 C 0.17 -2.33 -2.62
2 C 0.50 -1.61 -1.70
3 C -2.74 -2.23 0.81
4 C -3.90 -1.35 0.80
5 C -1.58 -1.67 0.41
6 C -3.75 -0.04 0.52
7 C -1.42 -0.30 0.04
8 C -2.48 0.60 0.18
9 C 0.90 -0.72 -0.76
10 C 2.26 -0.67 -0.15
11 C 1.56 1.94 0.59
12 C -0.12 1.02 -1.55
13 C 0.39 1.09 0.86
14 N -0.06 0.26 -0.32
15 S -2.33 2.34 0.04
16 H -0.15 -3.04 -3.34
17 H -2.91 -3.34 0.87
18 H -4.91 -1.81 1.03
19 H -0.58 -2.15 0.52
20 H -4.67 0.50 0.68
21 H 2.19 -0.47 0.87
22 H 2.88 0.19 -0.45
23 H 2.75 -1.55 -0.46
24 H 2.29 1.78 1.33
25 H 2.03 1.93 -0.38
26 H 1.37 2.93 0.81
27 H 0.81 1.39 -1.98
28 H -0.70 0.38 -2.34
29 H -0.86 1.88 -1.28
30 H -0.51 1.60 1.25
31 H 0.49 0.28 1.54

Charges computed using Löwdin, reported in e:
1 C 0.2342
2 C -0.1103
3 C -0.0250
4 C -0.0533
5 C -0.0350
6 C -0.0838
7 C -0.1677
8 C -0.5364
9 C -0.2660
10 C 0.0138
11 C -0.0541
12 C -0.0332
13 C -0.1684
14 N -0.2100
15 S 0.8772
16 H 0.0557
17 H 0.1422
18 H 0.1388
19 H 0.1388
20 H 0.1104
21 H 0.0641
22 H 0.0997
23 H 0.1018
24 H 0.0950
25 H 0.0882
26 H 0.0714
27 H 0.1265
28 H 0.1644
29 H 0.0194
30 H 0.0737
31 H 0.1278



The following is a DFT calculation (ωB97M-V/def2-TZVPD) of a structure of composition C2H4BrOP.

Values from the calculation:
E, eV: -83516.0262
Net charge: 0

Positions of all 9 atoms, in Å:
1 C 1.22 0.27 -0.45
2 C 0.01 0.06 0.52
3 O -2.73 -1.60 0.57
4 P -1.72 -1.19 -0.40
5 Br -1.39 1.47 0.01
6 H 1.92 0.96 -0.02
7 H 0.83 0.55 -1.43
8 H 1.59 -0.79 -0.37
9 H 0.26 0.28 1.56

Charges computed using Löwdin, reported in e:
1 C -0.2287
2 C -0.6933
3 O -0.5370
4 P 0.7798
5 Br 0.4862
6 H 0.0491
7 H 0.0456
8 H 0.0766
9 H 0.0217



The following is a DFT calculation (ωB97M-V/def2-TZVPD) of a structure of composition C25H60As2N3SSi3TaTe.

Values from the calculation:
E, eV: -196321.2382
Net charge: +4

Positions of all 96 atoms, in Å:
1 Ta -0.48 -0.09 -0.30
2 C 1.68 -3.12 -0.95
3 C 0.48 -3.14 -1.86
4 N -0.75 -2.66 -1.21
5 C -1.32 -3.54 -0.18
6 C -0.65 -3.42 1.16
7 N -0.42 -2.00 1.52
8 C 0.88 -1.78 2.19
9 C 2.07 -2.04 1.26
10 N 1.75 -1.86 -0.16
11 H 1.66 -3.97 -0.27
12 H 2.57 -3.25 -1.56
13 H 0.67 -2.49 -2.72
14 H 0.36 -4.16 -2.24
15 H -1.45 -2.65 -1.95
16 H -2.37 -3.27 -0.08
17 H -1.29 -4.59 -0.50
18 H -1.29 -3.90 1.90
19 H 0.30 -3.94 1.18
20 H -1.13 -1.74 2.20
21 H 0.90 -0.74 2.51
22 H 0.97 -2.41 3.08
23 H 2.84 -1.32 1.54
24 H 2.49 -3.03 1.44
25 H 2.48 -1.29 -0.57
26 C 1.46 4.72 -2.43
27 Si 1.43 5.54 -0.80
28 C 2.87 6.51 -0.23
29 C 0.00 5.33 0.32
30 As 1.36 1.35 0.09
31 Si 2.08 2.10 2.63
32 C 0.37 2.02 3.34
33 C 3.31 0.90 3.30
34 C 2.72 3.83 2.48
35 Si 3.84 1.26 -1.19
36 C 4.76 -0.04 -0.24
37 C 3.33 0.83 -2.90
38 C 4.48 2.98 -0.92
39 H 0.61 5.04 -3.04
40 H 1.41 3.64 -2.31
41 H 2.36 4.99 -2.98
42 H 2.84 7.51 -0.70
43 H 3.81 6.05 -0.53
44 H 2.86 6.66 0.85
45 H -0.87 5.89 -0.06
46 H 0.23 5.73 1.31
47 H -0.27 4.28 0.40
48 H -0.09 1.05 3.17
49 H -0.26 2.79 2.91
50 H 0.41 2.18 4.43
51 H 2.94 -0.12 3.37
52 H 3.57 1.22 4.32
53 H 4.24 0.90 2.73
54 H 1.91 4.56 2.59
55 H 3.23 4.01 1.54
56 H 3.43 4.02 3.28
57 H 4.61 -1.04 -0.64
58 H 4.51 -0.04 0.83
59 H 5.83 0.17 -0.31
60 H 2.44 0.21 -2.93
61 H 4.14 0.28 -3.39
62 H 3.15 1.72 -3.50
63 H 4.19 3.36 0.06
64 H 4.13 3.66 -1.70
65 H 5.57 2.96 -0.97
66 C -2.31 -0.48 4.05
67 C -2.81 0.77 3.33
68 As -2.53 0.82 1.39
69 C -3.60 2.38 0.88
70 C -4.92 2.52 1.64
71 C -3.68 -0.68 0.84
72 C -4.04 -0.69 -0.64
73 H -2.51 -0.38 5.11
74 H -1.23 -0.63 3.94
75 H -2.84 -1.37 3.71
76 H -2.38 1.68 3.74
77 H -3.89 0.84 3.43
78 H -3.79 2.32 -0.19
79 H -2.98 3.26 1.05
80 H -5.54 1.63 1.57
81 H -5.49 3.34 1.20
82 H -4.77 2.76 2.69
83 H -4.59 -0.61 1.44
84 H -3.20 -1.62 1.13
85 H -4.54 0.23 -0.94
86 H -4.73 -1.50 -0.86
87 H -3.17 -0.83 -1.30
88 Te -0.49 0.00 -2.97
89 C -1.22 1.94 -3.25
90 C -1.61 2.50 -4.42
91 C -2.20 3.79 -4.25
92 C -2.26 4.18 -2.95
93 S -1.58 2.97 -1.92
94 H -1.50 2.01 -5.39
95 H -2.56 4.39 -5.08
96 H -2.67 5.08 -2.53

Charges computed using Löwdin, reported in e:
1 Ta 0.8039
2 C -0.1584
3 C -0.2135
4 N -0.1626
5 C -0.1660
6 C -0.1464
7 N -0.1103
8 C -0.2103
9 C -0.1842
10 N -0.0879
11 H 0.1199
12 H 0.1446
13 H 0.0497
14 H 0.1490
15 H 0.0866
16 H 0.1160
17 H 0.1524
18 H 0.1514
19 H 0.1152
20 H 0.0564
21 H 0.0523
22 H 0.1494
23 H 0.0839
24 H 0.1386
25 H 0.0329
26 C -0.1651
27 Si 0.8795
28 C -0.1429
29 C -0.1706
30 As 0.6328
31 Si 0.4840
32 C -0.2382
33 C -0.1719
34 C -0.1782
35 Si 0.5105
36 C -0.1780
37 C -0.2083
38 C -0.1832
39 H 0.0555
40 H 0.0104
41 H 0.0621
42 H 0.0819
43 H 0.0546
44 H 0.0573
45 H 0.0668
46 H 0.0498
47 H -0.0071
48 H -0.0340
49 H 0.0330
50 H 0.0741
51 H 0.0266
52 H 0.0744
53 H 0.0374
54 H 0.0343
55 H -0.0102
56 H 0.0720
57 H 0.0486
58 H 0.0050
59 H 0.0729
60 H -0.0500
61 H 0.0667
62 H 0.0486
63 H -0.0041
64 H 0.0284
65 H 0.0716
66 C -0.1306
67 C -0.3751
68 As 1.1339
69 C -0.4192
70 C -0.1224
71 C -0.4154
72 C -0.1438
73 H 0.1051
74 H 0.0474
75 H 0.0825
76 H 0.0731
77 H 0.0813
78 H 0.0322
79 H 0.0595
80 H 0.0820
81 H 0.0985
82 H 0.0786
83 H 0.0901
84 H 0.0405
85 H 0.0798
86 H 0.1007
87 H 0.0082
88 Te 1.0493
89 C -0.9743
90 C -0.1926
91 C -0.1339
92 C -0.3580
93 S 0.8173
94 H 0.1237
95 H 0.1337
96 H 0.0883



The following is a DFT calculation (ωB97M-V/def2-TZVPD) of an isolated molecule of C3H4ClNO2S.

Values from the calculation:
E, eV: -32116.8999
Net charge: 0

Positions of all 12 atoms, in Å:
1 C 1.00 -1.52 0.37
2 C -0.15 -0.52 0.52
3 C 0.65 0.43 -0.37
4 N 1.74 -0.59 -0.48
5 O 1.30 -2.56 0.90
6 O 4.11 -1.30 -0.38
7 S 3.34 -0.16 -0.83
8 Cl 3.53 1.37 0.79
9 H -1.10 -0.88 0.36
10 H -0.20 -0.25 1.59
11 H 0.14 0.62 -1.21
12 H 1.09 1.24 0.09

Charges computed using Löwdin, reported in e:
1 C -0.3933
2 C -0.0281
3 C -0.1595
4 N -0.2772
5 O 0.1255
6 O -0.4686
7 S 0.7430
8 Cl 0.1158
9 H 0.0921
10 H 0.1363
11 H 0.0806
12 H 0.0334